Record 1
One molecule with the formula C5H5NO2, computed with ωB97M-V/def2-TZVPD.

XYZ file:
```
13
Properties=species:S:1:pos:R:3:forces:R:3
O 1.38273 0.92573 0.02478 0.13 -1.33 0.20
H -1.73542 1.81401 -0.01433 -1.30 0.55 -0.16
N 2.40428 -1.20146 -0.08439 -0.62 2.24 0.20
H 0.42788 2.71988 -0.04568 -0.03 -0.56 0.39
C -1.16896 -0.30268 -0.02318 1.54 -0.37 0.61
C -0.06858 -1.09666 0.11144 0.72 0.33 0.00
C 0.23868 1.64241 0.04359 2.13 0.73 -0.76
H -0.15979 -2.17428 0.30898 0.24 0.54 -0.36
H 3.19244 -0.49983 -0.15864 -0.87 -1.08 0.13
H -2.44270 -1.69233 -0.12285 -0.03 -0.57 0.02
O -2.44223 -0.74244 -0.03906 0.07 0.70 -0.07
C -0.95116 1.12046 -0.03391 -1.48 -0.73 0.08
C 1.32282 -0.51280 0.03326 -0.48 -0.45 -0.29
```
Forces are in eV/Å.

Calculated values
* SMILES: [H]/N=c1/cc(O)cco1

Löwdin population analysis, charges in e, atoms 1 to 2: 0.02, 0.11

Record 2
A 2-piece molecular cluster, C6H17NO2 overall, computed with ωB97M-V/def2-TZVPD.

XYZ file:
```
26
Properties=species:S:1:pos:R:3:forces:R:3
H 0.28132 -0.55633 0.78155 -1.24 2.48 1.17
H 1.64751 1.05152 -0.16475 -0.20 -0.41 -0.01
H -2.47222 -0.52322 2.03777 0.06 -0.01 -0.02
H 3.89363 0.72121 0.89880 0.06 0.00 0.01
C 3.15122 -0.07677 0.87524 -0.25 0.04 -0.14
H -3.99986 -0.08871 -0.58872 -0.07 0.04 -0.06
H 2.57921 -0.04449 1.79887 0.01 -0.01 0.10
H -2.01130 0.27908 -1.45006 0.03 0.03 -0.02
H 3.38814 -0.88643 -1.78518 0.10 -0.01 -0.03
O -0.24418 0.32100 1.22911 1.03 -1.88 -0.69
H 3.60204 0.88711 -1.74108 0.08 -0.07 -0.04
N -1.14691 0.35714 -0.92634 -0.07 0.12 0.01
H -2.24095 -1.46269 0.56162 0.05 -0.05 0.04
C 2.88460 0.06822 -1.65440 -0.18 0.12 0.22
C -2.50689 -0.47596 0.94882 0.00 0.37 -0.17
O 1.21064 -1.14466 -0.21640 1.97 1.97 -0.17
H -1.77001 1.54366 0.75029 0.09 -0.18 -0.06
C 2.22884 0.13439 -0.29587 -1.32 -2.21 -0.16
H -4.64514 -0.78609 0.88653 -0.09 0.02 -0.01
H 2.14618 0.19052 -2.44575 -0.02 -0.03 -0.06
C -1.42039 0.52109 0.51626 -0.17 -0.37 0.23
C -3.91057 -0.08244 0.49837 0.17 -0.19 -0.02
H -0.65459 1.17542 -1.27275 -0.11 -0.03 -0.01
H 0.52492 -0.99812 -0.89132 0.05 0.23 -0.12
H -4.16711 0.91370 0.85667 -0.05 0.06 0.01
H 3.65187 -1.03817 0.79273 0.08 -0.05 0.01
```
Forces are in eV/Å.

Calculated values
* SMILES: CC[C@H](N)O.CC(C)O

Löwdin population analysis, charges in e, atoms 1 to 2: 0.10, 0.12

Record-wise energy relative to the best compared isomer or geometry (same formula, charge and spin) values, in kcal per mole: 34.17 14.15
Record-wise HOMO level values, in eV: -8.44 -9.25